Molecular formula: C37H62F3N2O25P2S6
Method: DFT, wB97M-V/def2-TZVPD

Last column: Löwdin charge in e.
Cartesian coordinates (Å):
C (3.58285, 2.43851, -1.68642)  0.163
C (2.40600, 2.48384, -1.38576)  -0.152
C (0.88967, 2.27254, -1.15099)  -0.399
P (0.17645, 3.24965, -2.68818)  0.806
N (1.31791, 3.46017, -3.80410)  -0.255
C (0.37230, 3.25161, 0.03589)  -0.250
S (1.45404, 4.60260, 0.60110)  0.820
O (1.77877, 5.39815, -0.61080)  -0.302
O (2.75194, 4.20552, 1.17093)  -0.276
C (0.69839, 5.83208, 1.78621)  -0.501
F (1.39621, 5.79317, 2.99074)  0.095
F (0.95002, 7.11491, 1.29839)  0.099
F (-0.66560, 5.75906, 1.94426)  0.114
C (-0.38655, 2.24412, 1.08409)  -0.337
C (0.76091, 1.85320, 2.09017)  -0.132
C (0.89345, 2.72515, 3.42277)  -0.056
O (-1.50868, 3.01019, 1.44946)  -0.121
C (-2.25966, 2.65589, 2.61426)  -0.174
C (-2.32643, 1.16713, 3.12451)  -0.182
C (-2.06681, 1.18437, 4.72525)  -0.096
C (-0.81340, 1.15883, -0.06914)  -0.134
C (-2.19752, 1.58794, -0.81091)  -0.097
C (-3.49502, 1.12513, -0.05250)  -0.179
C (-3.78169, -0.21732, 0.50266)  -0.065
C (-5.06787, -0.54953, 1.20250)  -0.052
C (-6.15991, 0.47055, 1.37296)  -0.013
C (-5.87672, 1.83443, 0.79446)  -0.216
C (-6.96038, 2.98245, 0.92585)  -0.077
C (-4.59894, 2.15389, 0.09408)  0.001
N (0.38368, 0.84312, -0.95047)  -0.249
C (1.43962, -0.11014, -0.37569)  -0.144
C (0.86694, -1.32249, 0.48098)  -0.051
C (1.78939, -2.60168, 0.25185)  -0.435
O (1.33775, -3.72014, 0.22830)  0.121
O (3.19134, -2.40715, 0.11899)  0.042
P (0.11582, 0.09601, -2.56735)  1.036
C (-0.56750, -1.63119, -2.56732)  -0.346
C (-2.01474, -1.85905, -1.93899)  -0.136
C (1.48524, 0.23721, -3.81202)  -0.372
C (1.85685, -1.18100, -4.50905)  -0.140
H (4.68540, 2.54959, -1.82133)  0.091
H (-0.18770, 4.59440, -2.31408)  0.049
H (-0.98798, 2.63928, -3.23304)  0.006
H (1.01684, 3.06884, -4.70276)  -0.042
H (-0.54337, 3.83470, -0.32274)  0.105
H (0.55539, 0.78060, 2.42448)  0.101
H (1.80537, 1.86079, 1.63794)  0.111
H (0.70419, 2.11171, 4.35789)  0.079
H (1.95721, 3.11235, 3.52595)  0.091
H (0.22240, 3.62608, 3.48226)  0.067
H (-3.33305, 3.00115, 2.44216)  0.134
H (-1.90601, 3.30790, 3.48284)  0.114
H (-1.58789, 0.42860, 2.71568)  0.095
H (-3.40176, 0.81200, 3.03045)  0.100
H (-1.00832, 0.89814, 4.98881)  0.062
H (-2.42351, 2.13508, 5.21211)  0.083
H (-2.72666, 0.35405, 5.13919)  0.079
H (-1.21638, 0.34037, 0.59385)  0.123
H (-2.32277, 1.17778, -1.86767)  0.056
H (-2.27939, 2.71794, -0.94260)  0.116
H (-3.01154, -1.02787, 0.44033)  0.080
H (-5.21375, -1.57646, 1.63256)  0.099
H (-7.11749, 0.22639, 1.90566)  0.105
H (-7.71943, 2.71656, 1.71690)  0.078
H (-7.52046, 3.10292, -0.05321)  0.084
H (-6.45902, 3.97738, 1.15008)  0.083
H (-4.45921, 3.18897, -0.33824)  0.123
H (2.05939, -0.59912, -1.19707)  0.125
H (2.19971, 0.39842, 0.28076)  0.121
H (1.01729, -1.06667, 1.58355)  0.118
H (-0.22654, -1.54245, 0.34798)  0.104
H (3.56160, -2.14219, 0.99593)  0.107
H (0.12707, -2.37981, -2.05064)  0.081
H (-0.62437, -1.99908, -3.64283)  0.098
H (-2.71916, -0.97461, -1.97974)  0.023
H (-1.88905, -2.31256, -0.91124)  0.065
H (-2.50870, -2.67511, -2.56472)  0.102
H (1.10632, 0.87071, -4.67626)  0.075
H (2.47468, 0.64809, -3.47065)  0.073
H (2.62615, -0.92208, -5.30473)  0.088
H (0.94756, -1.53582, -5.09215)  0.071
H (2.22708, -1.94394, -3.76876)  0.076
C (4.88387, -2.46242, 5.02407)  -0.154
C (6.17161, -1.83438, 4.53677)  -0.152
O (5.77133, -0.91238, 3.52051)  -0.179
S (4.31609, -0.31640, 3.89069)  0.638
O (4.49534, 0.94476, 4.52273)  -0.203
O (3.44821, -0.50183, 2.76536)  -0.256
O (3.92441, -1.40024, 5.02410)  -0.184
H (4.53525, -3.23646, 4.33565)  0.121
H (4.98462, -2.88581, 6.02248)  0.145
H (6.86672, -2.57115, 4.13675)  0.141
H (6.66137, -1.26793, 5.33318)  0.139
C (-5.92042, 0.78824, -5.49346)  -0.155
C (-5.52546, 2.08621, -4.81512)  -0.155
O (-5.18962, 1.71189, -3.47482)  -0.190
S (-4.56003, 0.22406, -3.48265)  0.625
O (-3.13652, 0.34144, -3.47278)  -0.285
O (-5.27068, -0.57296, -2.54427)  -0.199
O (-5.02090, -0.19486, -4.97175)  -0.176
H (-6.93848, 0.49443, -5.22581)  0.137
H (-5.83433, 0.84708, -6.57768)  0.142
H (-6.32949, 2.82028, -4.82027)  0.142
H (-4.63498, 2.52009, -5.27858)  0.134
C (4.33056, -5.97396, 2.02896)  -0.188
C (4.82582, -7.40117, 1.89755)  -0.159
O (6.24203, -7.28633, 1.73489)  -0.181
S (6.76842, -5.99969, 2.55907)  0.624
O (7.26333, -6.44512, 3.81811)  -0.218
O (7.52790, -5.17967, 1.67660)  -0.223
O (5.32766, -5.29888, 2.80250)  -0.211
H (4.26835, -5.48544, 1.05207)  0.132
H (3.36177, -5.91858, 2.52353)  0.093
H (4.38146, -7.91895, 1.04889)  0.140
H (4.63548, -7.97127, 2.81095)  0.131
C (-0.46137, -7.23175, 4.66218)  -0.167
C (0.03402, -8.66050, 4.53324)  -0.164
O (1.44954, -8.54451, 4.36816)  -0.185
S (1.97453, -7.25513, 5.18998)  0.649
O (2.47280, -7.69467, 6.44640)  -0.197
O (2.73714, -6.43707, 4.30154)  -0.239
O (0.53692, -6.55657, 5.43127)  -0.184
H (-0.52531, -6.74566, 3.68490)  0.132
H (-1.42905, -7.17358, 5.15903)  0.139
H (-0.41121, -9.18035, 3.68641)  0.139
H (-0.15421, -9.22902, 5.44780)  0.138
C (0.28374, 6.06851, -8.36091)  -0.163
C (0.98867, 5.50807, -7.13910)  -0.167
O (-0.03653, 4.84322, -6.39639)  -0.220
S (-1.12904, 4.24286, -7.42489)  0.615
O (-0.82965, 2.86562, -7.64315)  -0.232
O (-2.41964, 4.69674, -7.02625)  -0.231
O (-0.67101, 5.07106, -8.73337)  -0.184
H (-0.25905, 6.98578, -8.11876)  0.135
H (0.97271, 6.26217, -9.18212)  0.139
H (1.45880, 6.28371, -6.53688)  0.141
H (1.73825, 4.76380, -7.42122)  0.135

The calculation puts the calculated total energy at -6808.19500 Eh. As for the HOMO-LUMO gap: 8.25 eV. As for the net charge: +1. The calculation puts the max |F| at 0.13970 hartree/bohr.